Record 1
The following is a quantum chemistry calculation of an isolated molecule of C6H9N, from the OMol25 dataset.

ORCA input file:
```
! RIJCOSX wB97M-V def2-TZVPD def2/J DEFGRID3
* xyz 0 1
C 1.3251 -0.8922 0.7667
C 1.2636 0.0932 -0.3780
C 0.3316 -0.0871 -1.5269
C 0.0955 1.0475 -0.5494
C -1.0795 0.8942 0.2954
N -1.9778 1.5112 0.9196
C -2.0724 -0.0065 0.8360
H 0.3459 -1.3362 0.9664
H 2.0216 -1.7046 0.5340
H 1.6675 -0.4035 1.6856
H 2.2203 0.5478 -0.6280
H 0.6523 0.1653 -2.5321
H -0.3808 -0.9070 -1.4661
H 0.3183 2.0643 -0.8613
H -2.8519 -0.4142 0.1903
H -1.8794 -0.5723 1.7479
*
```

Values from the calculation:
SMILES = C[C@H]1C[C@H]1C1=NC1

Atomic partial charges in e from the Löwdin method, atoms 1 to 5:
1 C -0.059
2 C -0.290
3 C -0.070
4 C -0.179
5 C -0.321



Record 2
The following is a quantum chemistry calculation of C25H42BBrCl16O5 as an isolated structure, from the OMol25 dataset.

ORCA input file:
```
! RIJCOSX wB97M-V def2-TZVPD def2/J DEFGRID3
* xyz 0 1
C -2.7861 -3.2803 3.3878
C -2.7610 -4.8092 2.7965
C -1.6662 -5.0767 1.6052
Br -2.5644 -6.2438 0.2245
C -1.1254 -3.6373 1.0082
C 0.2334 -3.1935 1.5191
C 0.8288 -1.7358 1.0078
O 2.1216 -1.4378 1.1707
C -0.1650 -0.6285 0.2617
O 0.1824 0.7815 0.0209
B -0.0363 1.6258 1.2123
O 1.1874 2.1102 1.9359
O -1.3898 2.0510 1.6935
C -1.5096 -1.0807 -0.2529
C -1.9725 -2.6735 -0.0384
O -3.0588 -3.0489 -0.7269
H -3.0828 -2.4522 2.6062
H -3.6487 -3.2590 4.2128
H -1.7952 -2.9856 3.9841
H -3.8647 -5.0647 2.4655
H -2.4857 -5.5323 3.7033
H -0.7676 -5.7285 2.0399
H 0.8409 -3.8600 2.3005
H 1.9482 1.5856 1.5317
H -1.9994 1.7831 0.9269
H -2.2689 -0.3493 -0.7896
Cl 4.9727 1.1588 1.1296
C 4.8352 1.7480 2.8046
C 5.7890 2.8964 3.0901
Cl 7.4917 2.3706 3.1009
H 5.0102 0.9022 3.4775
H 3.8016 2.0805 2.9390
H 5.5817 3.3160 4.0790
H 5.6860 3.6985 2.3522
Cl -5.5939 1.8438 -3.2577
C -5.6181 0.1619 -2.6725
C -5.4513 0.0757 -1.1642
Cl -3.8147 0.5474 -0.6398
H -4.8323 -0.3913 -3.1970
H -6.5839 -0.2608 -2.9648
H -5.6052 -0.9549 -0.8306
H -6.1721 0.7132 -0.6421
Cl -2.5340 2.9669 -1.9886
C -1.3692 4.2242 -2.4727
C 0.0141 3.6540 -2.7398
Cl 0.8039 3.0776 -1.2499
H -1.3461 4.9862 -1.6868
H -1.7632 4.6868 -3.3825
H 0.6615 4.4288 -3.1612
H -0.0238 2.8203 -3.4484
Cl -6.4194 -7.3096 -0.8346
C -6.4435 -8.9916 -0.2494
C -6.2768 -9.0778 1.2589
Cl -4.6402 -8.6061 1.7833
H -5.6578 -9.5448 -0.7739
H -7.4093 -9.4143 -0.5418
H -6.4307 -10.1083 1.5925
H -6.9975 -8.4403 1.7810
Cl 6.3416 6.2635 -1.0955
C 4.5966 5.9900 -1.3244
C 3.8661 5.8032 -0.0047
Cl 4.3026 4.2719 0.7955
H 4.4722 5.1221 -1.9801
H 4.2046 6.8683 -1.8458
H 2.7862 5.7728 -0.1776
H 4.0759 6.6219 0.6912
Cl 4.5494 7.7801 3.2473
C 6.2326 8.2918 2.9700
C 7.0998 7.1575 2.4489
Cl 7.3729 5.8986 3.6803
H 6.6227 8.6988 3.9085
H 6.1998 9.1025 2.2361
H 8.0844 7.5411 2.1655
H 6.6545 6.6813 1.5694
Cl 7.0110 -1.5042 -3.7546
C 6.8735 -0.9149 -2.0795
C 7.8273 0.2335 -1.7940
Cl 9.5300 -0.2924 -1.7833
H 7.0485 -1.7607 -1.4067
H 5.8399 -0.5824 -1.9451
H 7.6200 0.6531 -0.8052
H 7.7244 1.0356 -2.5320
Cl -7.7805 -2.1043 -2.5140
C -7.5567 -3.6684 -3.3358
C -7.0591 -3.5022 -4.7624
Cl -8.2946 -2.7834 -5.8268
H -8.5080 -4.2092 -3.3014
H -6.8246 -4.2318 -2.7497
H -6.8074 -4.4792 -5.1854
H -6.1649 -2.8721 -4.8063
*
```

Atomic partial charges in e from the Löwdin method, atoms 1 to 5:
1 C -0.146
2 C -0.283
3 C -0.608
4 Br 0.598
5 C -0.121



Record 3
The following is a quantum chemistry calculation of an isolated molecule of C6H12S, from the OMol25 dataset.

ORCA input file:
```
! RIJCOSX wB97M-V def2-TZVPD def2/J DEFGRID3
* xyz 0 1
C -1.3057 2.0898 -0.6236
S -0.5604 0.6811 -0.0476
C -1.7488 -0.6253 -0.3050
C -1.0307 -1.9456 -0.1275
C 1.0058 0.3207 -0.9826
C 1.8483 0.1065 0.2809
C 0.8836 0.6333 1.3155
H -0.4488 2.7911 -0.6860
H -2.2310 2.1674 -0.1309
H -2.5129 -0.6709 0.4350
H -1.7131 -2.7286 -0.2072
H -0.4053 -2.1517 0.7074
H -0.3819 -2.2192 -0.9234
H 0.8468 -0.7292 -1.5546
H 1.2679 1.2375 -1.5282
H 2.0949 -0.8736 0.3496
H 2.7427 0.6364 0.1493
H 0.6318 -0.2563 2.0257
H 1.0169 1.5363 1.8531
*
```

Values from the calculation:
SMILES = C=S1(=CC)CCC1

Atomic partial charges in e from the Löwdin method, atoms 1 to 5:
1 C -0.301
2 S 0.913
3 C -0.340
4 C -0.247
5 C -0.231



Number 1: orbital gap 10.771 eV, HOMO -9.7 eV. Number 2: orbital gap 7.799 eV, HOMO -9.7 eV. Number 3: orbital gap 7.902 eV, HOMO -7.1 eV.